Density functional theory data (ωB97M-V with the def2-TZVPD basis set) for 8 unconnected molecules or ions with the total composition C26H52O22S8 at a distorted geometry.

The structure (SMILES) is O=S1(=O)CCCC1.O=S1(=O)CCCC1.O=S1(=O)CCCC1.O=S1(=O)CCCC1.O=S1(=O)CCCC1.O=S1(=O)OCCO1.O=S1(=O)OCCO1.O=S1(=O)OCCO1. As for the lowest unoccupied orbital energy: -0.05 eV. As for the energy relative to the best compared isomer or geometry (same formula, charge and spin): 67.0 kcal per mole. For the HOMO energy, the calculation gives -9.831 eV. As for the total energy: -5862.37764 a.u.

Element x y z (Å)
1 O -1.07813 1.03192 4.79165
2 S -0.40554 2.27768 4.33168
3 O 0.93049 2.25869 3.68171
4 C -1.62647 2.98446 3.19629
5 C -2.12898 4.26729 3.82812
6 C -1.97754 4.16593 5.38287
7 C -0.61386 3.57051 5.67082
8 H -2.31576 2.16013 3.01335
9 H -0.99903 3.24532 2.34402
10 H -1.52423 5.13327 3.55892
11 H -3.13827 4.60737 3.59624
12 H -2.65528 3.35370 5.64564
13 H -2.29823 5.10949 5.82441
14 H -0.41022 3.21165 6.67971
15 H 0.07895 4.38722 5.46810
16 O 3.62701 -3.22176 -2.57377
17 S 3.75244 -4.50003 -3.21027
18 O 5.05649 -4.86571 -3.76454
19 C 3.07538 -5.88097 -2.05758
20 C 1.80068 -6.43693 -2.78241
21 C 1.25457 -5.39283 -3.81997
22 C 2.47869 -4.62210 -4.44768
23 H 2.82380 -5.20533 -1.24008
24 H 3.91922 -6.56446 -1.96342
25 H 2.09133 -7.35669 -3.29001
26 H 0.97960 -6.78967 -2.15832
27 H 0.57586 -4.70099 -3.32118
28 H 0.70177 -5.94436 -4.58045
29 H 2.22253 -3.63437 -4.83093
30 H 2.93163 -5.28707 -5.18304
31 O -2.62255 -4.34387 5.75069
32 S -3.34331 -3.02923 5.69557
33 O -3.90028 -2.34618 6.86195
34 C -2.22110 -1.83331 4.90492
35 C -2.82507 -1.56336 3.49644
36 C -4.33304 -1.73709 3.55276
37 C -4.47977 -3.09063 4.29508
38 H -1.22121 -2.26295 4.96602
39 H -2.34769 -0.85897 5.37684
40 H -2.60164 -0.50955 3.33004
41 H -2.42471 -2.01055 2.58659
42 H -4.82103 -1.79534 2.57984
43 H -4.64338 -0.88943 4.16370
44 H -4.03743 -3.88592 3.69514
45 H -5.46200 -3.45585 4.59503
46 O -4.08410 0.64215 -0.64691
47 S -3.27055 0.53300 -1.86344
48 O -1.86837 0.95248 -1.83451
49 C -3.54785 -1.20463 -2.45219
50 C -4.78757 -1.12627 -3.40337
51 C -4.90855 0.33243 -3.98952
52 C -3.98909 1.33372 -3.39773
53 H -3.59483 -1.88618 -1.60285
54 H -2.68111 -1.53231 -3.02620
55 H -4.92217 -1.94704 -4.10789
56 H -5.60593 -1.26951 -2.69777
57 H -5.95968 0.60068 -3.88324
58 H -4.90155 0.28980 -5.07866
59 H -4.33415 2.33127 -3.12583
60 H -3.15546 1.42879 -4.09353
61 O -0.65174 -2.85538 -1.34569
62 S 0.47229 -2.36486 -0.54423
63 O 1.47943 -3.25508 -0.07552
64 C 1.08622 -0.80870 -1.37102
65 C 1.33575 0.23491 -0.23939
66 C 0.36474 -0.02748 0.99174
67 C -0.24647 -1.44265 1.00392
68 H 0.35292 -0.41433 -2.07448
69 H 1.94988 -1.00757 -2.00557
70 H 2.35545 -0.01608 0.05270
71 H 1.32367 1.25549 -0.62197
72 H -0.49603 0.62601 0.84997
73 H 0.84467 0.17755 1.94867
74 H -1.31037 -1.39538 0.77164
75 H -0.07411 -2.09168 1.86251
76 O 4.12418 1.46790 2.36322
77 S 4.52348 0.11293 2.72185
78 O 5.90702 -0.34457 2.78073
79 O 3.83409 -0.34327 4.13571
80 C 3.37962 -1.70453 4.20743
81 C 3.44638 -2.23182 2.74768
82 O 3.46425 -1.01790 2.02100
83 H 4.02517 -2.31611 4.83777
84 H 2.33301 -1.73702 4.51018
85 H 2.59573 -2.81235 2.39067
86 H 4.40746 -2.73894 2.66239
87 O 2.37309 -0.01096 -7.65393
88 S 1.42573 0.76305 -6.87764
89 O -0.02359 0.69271 -7.15803
90 O 1.61730 0.46709 -5.24281
91 C 1.87242 1.58301 -4.51490
92 C 2.68439 2.47105 -5.45075
93 O 2.01007 2.28555 -6.65219
94 H 1.00683 2.10950 -4.11285
95 H 2.53149 1.25098 -3.71273
96 H 3.72535 2.15205 -5.50314
97 H 2.49778 3.50625 -5.16501
98 O 1.40336 4.01571 -1.06756
99 S 2.02047 5.22082 -1.65756
100 O 2.57482 5.06580 -3.00821
101 O 0.99484 6.46289 -1.57616
102 C 1.46650 7.44710 -0.60651
103 C 2.94449 7.27493 -0.65209
104 O 3.05671 5.91398 -0.64894
105 H 0.94917 8.36788 -0.87601
106 H 1.11789 7.26271 0.40965
107 H 3.44344 7.66804 0.23369
108 H 3.24706 7.85329 -1.52504

=====

Density functional theory data (ωB97M-V with the def2-TZVPD basis set) for 12 unconnected molecules or ions with the total composition C3H31O12 at a distorted geometry.

As for the lowest unoccupied orbital energy (alpha / beta): -0.66 / -0.29 eV. For the HOMO energy (alpha / beta), the calculation gives -3.129 / -9.219 eV. As for the multiplicity: 2. As for the total energy: -1035.54649 a.u.

Element x y z (Å)
1 O -1.64456 1.87734 -2.95434
2 H -0.86566 1.45230 -2.58793
3 H -2.42573 1.77560 -2.40569
4 H -1.41521 2.80735 -3.01837
5 O 2.31347 2.63703 -0.33188
6 H 1.62230 2.14628 -0.78250
7 H 3.11570 2.48968 -0.83817
8 H 2.44465 2.33473 0.56978
9 C 0.38245 -0.64355 0.32767
10 C 0.36942 -0.31872 -1.15937
11 C -0.89488 -0.97642 -1.73268
12 O 0.46002 1.05178 -1.50295
13 H 0.51563 -1.69096 0.59842
14 H -0.60596 -0.36726 0.69483
15 H 1.07549 -0.07428 0.94712
16 H 1.22275 -0.79531 -1.64185
17 H -1.79552 -0.58341 -1.26099
18 H -0.85618 -2.04082 -1.50099
19 H -1.06904 -0.92165 -2.80728
20 O 1.35606 0.65487 3.89465
21 H 1.03233 1.47171 4.27440
22 H 1.81361 0.92511 3.09850
23 O 2.49243 -2.30329 3.47540
24 H 1.67415 -2.79776 3.52161
25 H 2.21692 -1.39246 3.37187
26 O -2.50829 1.71900 2.06597
27 H -3.19978 1.85655 2.71339
28 H -2.21829 0.81858 2.21219
29 O 3.15583 1.73705 2.04609
30 H 3.89561 1.13885 2.15156
31 H 3.28528 2.40061 2.72370
32 O -1.09610 -0.99536 3.18716
33 H -1.22927 -0.88618 4.12873
34 H -0.15704 -0.86000 3.06032
35 O -0.77494 -5.63427 -1.28230
36 H -1.16702 -4.89295 -1.74375
37 H -1.18440 -5.62220 -0.41719
38 O 1.23567 1.42731 -4.29741
39 H 0.87780 2.31478 -4.32093
40 H 1.28883 1.21459 -3.36567
41 O -0.95751 2.74279 0.23626
42 H -0.43127 2.10682 -0.24833
43 H -1.55349 2.20981 0.76255
44 O -3.15522 -3.53773 -3.36523
45 H -3.36914 -3.15926 -2.51246
46 H -3.27192 -2.81669 -3.98388

=====

Density functional theory data (ωB97M-V with the def2-TZVPD basis set) for C27H30N2O5 in the gas phase at a distorted geometry.

The structure (SMILES) is CC(C)Oc1ccc([C@H]2c3c(oc4ccccc4c3=O)C(=O)N2CCCN2CCOCC2)cc1. As for the lowest unoccupied orbital energy: -0.26 eV. As for the energy relative to the best compared isomer or geometry (same formula, charge and spin): 23.3 kcal per mole. For the HOMO energy, the calculation gives -8.469 eV. As for the total energy: -1532.58660 a.u.

Element x y z (Å)
1 C 2.75867 -4.99431 -3.91249
2 C 3.30322 -4.91227 -2.48661
3 C 3.89014 -6.24847 -2.04285
4 O 2.26376 -4.61238 -1.56238
5 C 1.76720 -3.35607 -1.46450
6 C 0.68144 -3.21035 -0.59528
7 C 0.09478 -1.98017 -0.40252
8 C 0.58406 -0.85584 -1.05880
9 C -0.08545 0.48721 -0.87130
10 C -1.41297 0.53035 -1.57041
11 C -2.39229 0.74235 -0.65802
12 O -3.69591 0.81597 -0.90785
13 C -4.06871 0.65209 -2.20711
14 C -5.43442 0.72465 -2.48510
15 C -5.88013 0.56886 -3.77868
16 C -4.97698 0.33850 -4.81363
17 C -3.63014 0.26596 -4.54422
18 C -3.14871 0.42111 -3.24079
19 C -1.69509 0.34169 -2.98062
20 O -0.85889 0.15040 -3.84601
21 C -1.79292 0.90108 0.70047
22 O -2.33956 1.12505 1.75804
23 N -0.46124 0.74004 0.50339
24 C 0.49730 0.84835 1.57256
25 C 1.06908 2.26752 1.68096
26 C 1.74039 2.53665 3.03299
27 N 0.90491 3.35168 3.89699
28 C -0.29602 2.66948 4.35743
29 C -1.13563 3.63702 5.19050
30 O -0.41687 4.13981 6.29372
31 C 0.75167 4.78683 5.85461
32 C 1.64314 3.84269 5.04827
33 C 1.66077 -0.99589 -1.91683
34 C 2.25013 -2.23051 -2.12574
35 H 3.56713 -5.20413 -4.60748
36 H 2.02140 -5.79106 -3.97574
37 H 2.27949 -4.06146 -4.19979
38 H 4.08532 -4.14154 -2.42548
39 H 4.26698 -6.17161 -1.02646
40 H 4.70278 -6.53676 -2.70322
41 H 3.11946 -7.01403 -2.06840
42 H 0.31350 -4.08767 -0.08739
43 H -0.74927 -1.88642 0.26570
44 H 0.57916 1.27767 -1.24294
45 H -6.11555 0.90374 -1.66839
46 H -6.93719 0.62633 -3.98915
47 H -5.33615 0.21799 -5.82399
48 H -2.90404 0.08906 -5.32330
49 H -0.02824 0.58575 2.49348
50 H 1.29717 0.12263 1.40018
51 H 0.26134 2.98956 1.55437
52 H 1.78684 2.42334 0.87437
53 H 2.01522 1.57905 3.51214
54 H 2.66337 3.09945 2.87143
55 H -0.89357 2.34741 3.50529
56 H -0.04023 1.78864 4.97429
57 H -2.01082 3.12903 5.59753
58 H -1.46099 4.47010 4.54983
59 H 1.26927 5.13366 6.75097
60 H 0.48700 5.65070 5.22585
61 H 2.52428 4.38710 4.70039
62 H 1.97407 3.01424 5.70100
63 H 2.04005 -0.13498 -2.44638
64 H 3.08347 -2.29487 -2.80691

=====

Density functional theory data (ωB97M-V with the def2-TZVPD basis set) for C3H5NO in the gas phase at a distorted geometry.

The structure (SMILES) is C[C@@H](O)C#N. As for the lowest unoccupied orbital energy: 0.60 eV. As for the energy relative to the best compared isomer or geometry (same formula, charge and spin): 25.6 kcal per mole. For the HOMO energy, the calculation gives -11.195 eV. As for the total energy: -247.26636 a.u.

Element x y z (Å)
1 C -1.31416 -0.09365 -0.00428
2 C 0.20843 -0.10135 0.19012
3 O 0.76628 -0.87279 -0.84902
4 C 1.12123 1.10116 0.23191
5 N 2.19664 1.53997 0.23208
6 H -1.57524 -0.20799 -1.06031
7 H -1.79626 0.80013 0.38768
8 H -1.74410 -0.95748 0.51777
9 H 0.42267 -0.52549 1.18034
10 H 1.71451 -0.68251 -0.82629

=====

Density functional theory data (ωB97M-V with the def2-TZVPD basis set) for 2 unconnected molecules or ions with the total composition C2H4F2 at a distorted geometry.

As for the lowest unoccupied orbital energy (alpha / beta): 0.46 / 0.24 eV. As for the energy relative to the best compared isomer or geometry (same formula, charge and spin): 106.0 kcal per mole. For the HOMO energy (alpha / beta), the calculation gives -8.950 / -9.051 eV. As for the total energy: -278.16634 a.u.

Element x y z (Å)
1 C 1.57768 0.05431 -0.32228
2 C -1.32860 -0.06111 0.24278
3 F -1.99128 -0.45143 -0.83003
4 F -1.80936 1.07945 0.62033
5 H 1.79260 -0.60959 0.66556
6 H 1.84433 -0.39200 -1.18896
7 H 1.28843 1.09565 -0.24162
8 H -1.37380 -0.71528 1.05422

=====

Density functional theory data (ωB97M-V with the def2-TZVPD basis set) for 2 unconnected molecules or ions with the total composition C4H9O at a distorted geometry.

As for the lowest unoccupied orbital energy: 4.13 eV. As for the energy relative to the best compared isomer or geometry (same formula, charge and spin): 29.5 kcal per mole. For the HOMO energy, the calculation gives -1.820 eV. The total charge is -1. As for the total energy: -232.97192 a.u.

Element x y z (Å)
1 C 0.55606 -0.70673 2.75643
2 O -0.16169 -0.64849 1.60740
3 H 0.13671 -0.10615 3.59817
4 H 0.79214 -1.74867 3.07327
5 H 1.57855 -0.23944 2.62503
6 C -1.00859 0.86393 -0.78789
7 C -0.33224 0.13626 -1.91580
8 C 0.91755 0.38263 -2.28815
9 H -1.60881 1.63345 -1.29486
10 H -1.65942 0.20984 -0.21665
11 H -0.29363 1.36462 -0.14469
12 H -1.00225 -0.46144 -2.52879
13 H 1.27584 0.06772 -3.26303
14 H 1.61468 0.74083 -1.53784